Entry from the OMol25 dataset: a 2-piece molecular cluster, N2O6P overall (wB97M-V/def2-TZVPD).

Geometry as XYZ:
```
9
N2O6P, DFT wB97M-V/def2-TZVPD
N -0.4756 1.1962 0.1923
N 0.1072 -1.1582 -1.0307
O -1.4787 1.4405 0.8497
O -0.8658 -0.5791 -1.4843
O 2.3556 0.7503 1.3322
O -0.0389 1.8981 -0.7107
O 0.7375 -2.0821 -1.3944
O -0.6305 -1.0578 1.5907
P 0.2890 -0.4079 0.6553
```

Computed properties:
ΔE to the lowest compared entry with this formula, charge and spin: 139.2 kcal per mole
Multiplicity: 1
Total energy: -24546.652 eV
Gap between HOMO and LUMO (spin up / spin down): 7.743 / 8.218 eV
Charge: -1

Atom charges from the Mulliken analysis, given in e for atoms 1 to 4: number 1, N, carries 0.87; number 2, N, carries 0.98; number 3, O, carries -0.56; number 4, O, carries -0.55

***

Entry from the OMol25 dataset: a 2-piece molecular cluster, NO4PS overall (wB97M-V/def2-TZVPD).

Geometry as XYZ:
```
7
NO4PS, DFT wB97M-V/def2-TZVPD
N 0.7125 1.3519 0.0782
O 0.9799 -1.2976 0.1714
O 3.0281 0.1418 -0.3603
O -1.9131 -0.6039 -1.1209
O -2.8139 0.5534 0.8704
P 1.5900 0.0855 0.0817
S -1.5835 -0.2312 0.2795
```

Computed properties:
ΔE to the lowest compared entry with this formula, charge and spin: 55.0 kcal per mole
Multiplicity: 1
Total energy: -29803.089 eV
Gap between HOMO and LUMO (spin up / spin down): 6.622 / 5.367 eV
Charge: -2

Atom charges from the Mulliken analysis, given in e for atoms 1 to 4: number 1, N, carries -0.62; number 2, O, carries -0.72; number 3, O, carries -0.72; number 4, O, carries -0.50

***

Entry from the OMol25 dataset: an isolated ion of composition NO4S and charge -1 (wB97M-V/def2-TZVPD).

Geometry as XYZ:
```
6
NO4S, DFT wB97M-V/def2-TZVPD
N -0.5904 -0.6036 0.5485
O 0.7119 0.3854 -1.8322
O -0.2503 -1.7558 0.3327
O -1.5391 -0.3194 1.2366
O 1.4419 1.3168 0.3251
S 0.2261 0.9766 -0.6107
```

Computed properties:
ΔE to the lowest compared entry with this formula, charge and spin: 64.3 kcal per mole
Multiplicity: 3
Total energy: -20511.318 eV
Gap between HOMO and LUMO (spin up / spin down): 5.772 / 7.621 eV
Charge: -1

Atom charges from the Mulliken analysis, given in e for atoms 1 to 4: number 1, N, carries 0.64; number 2, O, carries -0.48; number 3, O, carries -0.57; number 4, O, carries -0.62

***

Entry from the OMol25 dataset: an isolated ion of composition NO4S2 and charge -1 (wB97M-V/def2-TZVPD).

Geometry as XYZ:
```
7
NO4S2, DFT wB97M-V/def2-TZVPD
N -0.3401 -0.9659 -0.6027
O -0.4431 -2.0290 -0.0376
O 1.5712 0.6190 2.1495
O -0.1075 -0.6728 -1.8080
O -1.3395 1.3882 -0.7638
S -0.7211 0.5881 0.3241
S 1.3801 1.0723 0.7385
```

Computed properties:
ΔE to the lowest compared entry with this formula, charge and spin: 54.3 kcal per mole
Multiplicity: 3
Total energy: -31346.191 eV
Gap between HOMO and LUMO (spin up / spin down): 5.103 / 7.364 eV
Charge: -1

Atom charges from the Mulliken analysis, given in e for atoms 1 to 4: number 1, N, carries 0.69; number 2, O, carries -0.70; number 3, O, carries -0.43; number 4, O, carries -0.63

***

Entry from the OMol25 dataset: an isolated ion of composition NO5S and charge -1 (wB97M-V/def2-TZVPD).

Geometry as XYZ:
```
7
NO5S, DFT wB97M-V/def2-TZVPD
O -2.8179 0.2025 0.0099
N -1.6225 0.3811 0.3858
O -0.6725 -0.0046 -0.3640
S 1.3504 -0.1239 -0.0377
O 1.7167 1.3129 0.0932
O 1.7964 -0.8708 -1.2162
O 1.1580 -0.7566 1.2192
```

Computed properties:
ΔE to the lowest compared entry with this formula, charge and spin: 17.4 kcal per mole
Multiplicity: 1
Total energy: -22561.447 eV
Gap between HOMO and LUMO: 8.756 eV
Charge: -1
SMILES: O=NOS(=O)(=O)[O-]

Atom charges from the Mulliken analysis, given in e for atoms 1 to 4: number 1, O, carries -0.42; number 2, N, carries 0.14; number 3, O, carries -0.31; number 4, S, carries 1.18

***

Entry from the OMol25 dataset: one molecule with the formula O3S2 (wB97M-V/def2-TZVPD).

Geometry as XYZ:
```
5
O3S2, DFT wB97M-V/def2-TZVPD
O -0.9974 -1.2504 -0.4803
S -0.2921 -0.0803 -0.1650
O -0.9620 1.0881 -0.4769
O 0.4248 0.1419 1.2864
S 1.8267 0.1007 -0.1642
```

Computed properties:
ΔE to the lowest compared entry with this formula, charge and spin: 30.0 kcal per mole
Multiplicity: 1
Total energy: -27809.402 eV
Gap between HOMO and LUMO: 8.236 eV
Charge: 0
SMILES: O=S1(=O)OS1

Atom charges from the Mulliken analysis, given in e for atoms 1 to 4: number 1, O, carries -0.42; number 2, S, carries 1.01; number 3, O, carries -0.41; number 4, O, carries -0.30

***

Largest force on an atom (eV/Å)
4.96 3.67 5.03 4.33 3.57 3.57